Density functional theory data (ωB97M-V with the def2-TZVPD basis set) for 11 unconnected molecules or ions with the total composition C46H82N2O9.

```
139
Properties=species:S:1:pos:R:3:forces:R:3:mulliken_charge:R:1
C -2.94964 -4.69250 0.98301 0.6 0.5 -0.4 -0.43
C -1.76682 -4.39909 0.27295 -0.9 -1.0 0.2 -0.20
C -1.04361 -5.48737 -0.19783 0.5 -0.6 0.8 -0.56
N -1.38951 -6.76068 -0.03361 -2.0 -0.6 0.1 -0.65
C -2.60883 -7.01605 0.53955 1.2 1.3 -0.1 -0.22
C -3.36228 -6.01681 1.16655 0.5 -0.2 -1.3 -0.59
H -3.53924 -3.85132 1.31643 -0.2 0.0 0.3 0.59
H -1.39375 -3.41088 0.04784 -0.2 0.2 0.2 0.67
H -0.05561 -5.38735 -0.62237 0.0 0.4 -0.3 0.62
H -3.00742 -8.01732 0.46903 0.3 -0.3 0.2 0.38
H -4.30401 -6.31273 1.60471 -0.1 0.3 0.2 0.37
C 4.07540 -4.03421 1.03538 -0.1 -0.2 0.0 -0.68
C 2.87805 -4.39296 1.63515 -0.1 0.2 -0.5 -0.67
C 1.66806 -3.94684 1.06909 0.7 -0.4 -0.4 -0.46
N 1.57017 -3.21781 -0.06518 2.4 -0.3 0.1 0.24
C 2.77920 -2.90416 -0.65426 -0.4 -0.2 1.9 -1.14
C 4.05376 -3.25676 -0.08992 -1.9 0.7 -1.5 -0.36
H 5.03281 -4.40091 1.37492 0.0 0.0 0.4 0.40
H 2.96266 -5.05463 2.48452 -0.6 0.0 0.2 0.49
H 0.73002 -4.29441 1.47613 -0.1 0.2 0.3 0.52
H 2.67037 -2.29290 -1.53795 0.3 -0.1 -0.3 1.03
H 4.97529 -2.98107 -0.58102 -0.1 0.1 -0.2 0.63
C 5.09265 0.59026 0.20572 0.7 -1.0 -0.9 0.77
C 6.17028 -0.36936 0.74723 -1.1 -0.3 1.7 -0.04
C 7.25732 0.55040 1.19918 0.8 1.4 -1.8 -0.53
O 7.33576 1.45461 0.05370 -0.9 0.5 0.0 -0.48
C 6.00394 1.59777 -0.48817 -0.5 0.6 0.0 -0.38
H 4.40060 0.96281 0.96095 0.5 0.4 0.3 -0.12
H 4.41904 0.10118 -0.49795 0.1 -0.2 -0.2 -0.49
H 6.56600 -1.05150 -0.00523 -0.3 -0.1 0.1 0.18
H 5.74525 -0.85138 1.62762 0.1 -0.8 -0.2 -0.05
H 8.27118 0.15231 1.24048 -0.2 -0.4 0.3 0.33
H 7.05861 1.15876 2.08151 -0.3 -0.3 0.3 0.26
H 6.03565 1.48193 -1.57154 0.3 -0.5 0.0 0.23
H 5.52386 2.56986 -0.37563 0.7 0.6 0.4 0.33
C 0.71410 4.46914 3.32346 0.0 1.5 1.3 -0.66
C 0.91783 3.45069 2.27195 -0.1 -0.4 -0.7 1.17
C 2.14787 4.00321 1.51001 -0.5 -1.7 0.1 -0.33
O 2.46324 5.27262 2.04330 -0.2 0.3 -0.3 -0.49
C 1.30756 5.74077 2.72880 -0.4 -0.1 0.5 -0.43
H 1.34310 4.25353 4.18716 -0.2 -0.3 0.2 0.35
H -0.31596 4.62085 3.64604 0.0 -0.1 0.1 0.25
H 0.05613 3.35363 1.61152 0.1 0.0 0.0 -0.96
H 1.09204 2.48999 2.75652 0.1 -0.2 -0.4 0.28
H 1.95242 3.97986 0.43794 0.0 0.5 -0.2 0.24
H 2.91008 3.24321 1.68188 0.8 0.6 0.0 0.10
H 0.54304 6.23544 2.12972 0.2 0.0 -0.9 0.09
H 1.57608 6.48685 3.47671 0.4 -0.2 0.0 0.41
C -0.47326 -0.64968 -0.43754 -1.7 -0.5 0.8 -0.35
C -1.78097 0.18570 -0.47303 0.4 -0.9 1.1 1.15
C -1.40546 1.42670 -1.20364 0.3 0.4 -1.4 0.06
O 0.02314 1.50051 -1.13897 0.9 0.4 0.3 -0.54
C 0.55647 0.43246 -0.37055 0.6 -0.6 -0.7 1.12
H -0.45859 -1.36082 -1.26347 0.6 0.5 -0.6 0.27
H -0.43885 -1.35241 0.39498 0.0 0.3 0.4 0.10
H -1.97199 0.56621 0.53037 -0.4 -0.6 0.3 -0.46
H -2.61380 -0.41448 -0.83946 -0.1 0.4 0.0 -0.51
H -1.86075 2.31541 -0.76661 0.1 0.1 0.2 -0.53
H -1.62561 1.43581 -2.27113 -0.3 -0.2 -0.1 0.33
H 0.85997 0.74748 0.62782 -0.6 0.1 0.4 -0.47
H 1.47670 0.01889 -0.78317 0.3 0.5 -0.6 -0.42
C 3.09258 -2.58270 5.21475 -1.1 -1.6 0.9 -0.71
C 3.51604 -1.79776 4.05192 1.8 0.2 -1.5 -0.02
C 2.25904 -1.16070 3.51527 0.3 0.0 -0.1 0.62
O 1.55077 -0.86144 4.69121 -0.7 1.2 -0.1 -0.44
C 1.79844 -1.85374 5.63236 0.5 -0.2 1.9 -0.60
H 3.90137 -2.67750 5.93931 -0.4 0.3 0.4 0.40
H 2.80799 -3.60992 4.98688 0.1 -0.1 -0.4 0.14
H 4.10446 -2.35830 3.32551 -0.3 -0.2 -0.2 -0.06
H 4.25289 -1.08461 4.42147 -0.3 0.7 -0.2 0.42
H 1.63233 -1.82063 2.91543 0.3 -0.4 -0.3 -0.17
H 2.46290 -0.26410 2.92991 -0.2 0.2 0.2 -0.15
H 0.93627 -2.49883 5.80151 -0.1 -0.4 -0.6 0.34
H 1.93132 -1.39592 6.61258 0.1 0.4 0.0 0.24
C -1.67033 -2.29512 -4.89396 1.1 0.0 -0.4 -0.91
C -2.86382 -2.08848 -3.98518 0.4 -0.1 -0.2 0.32
C -3.18889 -0.66148 -4.31917 -0.7 -0.1 -1.0 -0.62
O -1.93135 -0.01063 -4.51669 -1.1 1.4 1.0 -0.46
C -0.92666 -0.92664 -4.79918 -0.2 -1.8 0.5 0.44
H -1.93310 -2.44750 -5.94078 -0.4 -0.2 0.1 0.34
H -1.08004 -3.14789 -4.55864 0.3 0.1 -0.2 0.35
H -2.55262 -2.12776 -2.94128 0.1 -0.2 0.1 -0.36
H -3.63153 -2.84381 -4.15310 -0.2 0.3 0.0 0.45
H -3.88839 -0.21377 -3.61324 0.7 0.6 0.4 0.31
H -3.70476 -0.59718 -5.27721 -0.3 -0.2 -0.2 0.35
H -0.25117 -1.03230 -3.95027 0.4 0.4 0.1 -0.43
H -0.39281 -0.59504 -5.68976 0.1 -0.3 -0.1 0.25
C 3.02222 0.73613 -4.75191 0.9 1.2 -1.1 -0.74
C 3.51154 -0.12490 -5.91027 -0.4 -0.6 -0.9 -0.52
C 2.98567 -1.49305 -5.53453 1.2 -0.5 0.2 -0.43
O 3.04905 -1.52608 -4.11005 -0.4 -0.3 0.3 -0.44
C 2.82642 -0.19823 -3.57405 -0.4 -0.5 -1.5 1.00
H 2.15648 1.27077 -5.14275 -0.3 0.0 0.8 0.27
H 3.78107 1.47419 -4.49210 -0.1 0.2 -0.1 0.38
H 4.58506 -0.05609 -6.08611 0.0 -0.4 0.3 0.28
H 3.04695 0.03246 -6.88366 0.0 0.9 0.0 0.31
H 3.58480 -2.29372 -5.96821 0.5 -0.1 0.5 0.37
H 2.02151 -1.73354 -5.98248 -0.7 0.5 0.5 0.17
H 3.57800 -0.00877 -2.80768 -0.4 -0.2 0.2 -0.12
H 1.78557 -0.07182 -3.27614 0.1 -0.3 0.8 -0.50
C -4.31223 2.01584 3.88215 -1.6 -1.4 0.5 -0.77
C -3.12247 2.93810 3.82445 0.0 0.8 1.5 -0.67
C -2.44900 2.69925 2.52498 -1.4 -0.3 -1.0 0.89
O -3.61176 2.21554 1.69851 1.8 0.6 -0.5 -0.47
C -4.44511 1.37376 2.49749 1.2 1.1 0.3 0.06
H -5.23328 2.52734 4.16165 0.1 0.3 -0.1 0.24
H -4.29219 1.16790 4.56676 0.6 0.2 0.5 0.29
H -2.48249 2.87110 4.70425 0.2 -0.2 -0.1 0.40
H -3.47793 3.96852 3.82515 -0.1 0.0 0.0 0.33
H -1.56456 2.06451 2.57940 -0.4 -0.9 -0.2 0.04
H -2.04799 3.63452 2.13439 -0.5 0.0 -0.5 -0.57
H -4.03243 0.36490 2.49663 -0.2 -0.2 -0.1 0.05
H -5.46966 1.38435 2.12562 0.2 0.0 -0.3 0.24
C -7.11666 -2.09306 -0.30181 -1.8 0.6 0.8 -0.76
C -6.06995 -2.91132 -0.93837 1.1 0.4 -1.4 -0.52
C -4.89399 -1.95644 -0.70502 0.2 -1.8 0.4 0.46
O -5.04930 -1.63264 0.68449 -0.2 0.7 0.0 -0.29
C -6.48000 -1.61717 0.99377 0.6 -0.3 -0.8 -0.42
H -8.07077 -2.57308 -0.08419 0.0 -0.2 -0.2 0.41
H -7.32867 -1.20622 -0.89902 -0.1 -0.1 -0.3 0.28
H -6.19800 -3.04017 -2.01313 -0.3 -0.2 0.0 0.34
H -5.88662 -3.88472 -0.48342 0.0 0.1 0.2 0.28
H -4.84774 -1.15008 -1.43697 -0.5 0.7 0.4 0.00
H -3.95959 -2.48823 -0.88444 0.3 0.0 0.6 -0.28
H -6.84298 -0.62360 1.25676 0.3 0.1 0.2 0.16
H -6.71940 -2.32546 1.78694 0.4 0.1 0.3 0.37
C -0.33411 6.49128 -0.82796 0.0 0.3 -1.1 -0.81
C -1.04574 5.20744 -0.46263 1.4 -0.7 1.8 1.11
C -2.38781 5.27997 -1.08773 0.8 0.0 -1.0 -0.18
O -2.14935 6.15210 -2.20624 -1.3 0.3 -1.3 -0.49
C -0.81361 6.60466 -2.32752 0.5 0.2 2.6 -0.58
H 0.75342 6.51136 -0.75750 0.0 -0.4 0.2 0.36
H -0.70041 7.31126 -0.21026 -0.2 0.2 -0.3 0.37
H -1.16162 5.04090 0.60832 0.2 0.2 0.2 -0.44
H -0.43781 4.37294 -0.81209 -0.2 -0.2 -0.3 -0.32
H -3.15472 5.64438 -0.40425 -0.1 0.5 -0.2 0.28
H -2.68802 4.28705 -1.42254 -0.3 0.1 -0.3 0.13
H -0.71883 7.63617 -2.66679 -0.7 0.0 -0.1 0.38
H -0.17225 6.01300 -2.98074 -0.2 -0.5 -0.1 0.28
```
Positions in Å, forces in eV/Å.

Output
Lowest unoccupied orbital energy in eV: 0.548
Gap between HOMO and LUMO in eV: 9.779
Energy relative to the best compared isomer or geometry (same formula, charge and spin) in eV: 0.454